A molecular structure, C28H25N6O4RuSe2 in a non-equilibrium geometry, computed with ωB97M-V/def2-TZVPD.

- Expectation value of S²: 0.79
- Spin multiplicity: 2
- LUMO level (alpha / beta): -2.0 / -2.0 eV
- Largest force on an atom: 2.43 eV Å⁻¹
- Kohn-Sham gap (alpha / beta): 0.16592 / 0.16376 hartree
- Energy: -179841.0450 eV

Cartesian coordinates (Å):
1 Ru 0.5871 0.7982 -0.3132
2 Se 1.8679 3.1277 0.1907
3 Se 4.1505 1.5069 0.6738
4 O -1.7343 0.2598 -0.5628
5 O -0.5746 2.9959 -0.9287
6 O 1.5640 0.2944 1.4537
7 O 0.0980 1.0011 -2.4001
8 N 0.5499 -1.2402 -0.2677
9 N 1.4464 -1.8002 0.5687
10 N 2.6938 0.2971 -1.4197
11 N -0.6619 3.1716 -2.1599
12 N -0.2897 2.1794 -2.8834
13 N -0.2628 2.0851 1.5332
14 C 3.4497 -1.5527 -2.7254
15 C -1.0049 2.4922 3.7440
16 C -0.2524 2.3457 -4.2942
17 C 4.6196 -1.6139 -1.9709
18 C 4.8133 -2.2362 4.2726
19 C -0.1192 1.2193 -5.0943
20 C -0.1829 3.7504 -6.2313
21 C -0.0733 -2.0635 -1.1180
22 C -1.2051 -1.6810 -1.8093
23 C 0.4655 -3.4600 -1.2492
24 C 3.8230 0.2563 -0.7030
25 C 0.9598 3.5887 2.9166
26 C -1.9712 -0.5223 -1.4993
27 C 4.0421 -1.1097 4.5231
28 C 2.5258 -0.5784 -2.4183
29 C -3.1918 -0.2815 -2.3615
30 C 3.1039 -0.6931 3.5937
31 C -0.0028 1.3692 -6.4672
32 C 2.9131 -1.4169 2.4201
33 C -0.0222 2.6313 -7.0384
34 C 0.7552 2.9292 1.7100
35 C -0.2961 3.6182 -4.8594
36 C -1.1284 1.8693 2.5107
37 C 3.6798 -2.5533 2.1748
38 C 0.0712 3.3458 3.9499
39 C 1.9237 -0.9472 1.4311
40 C 4.8179 -0.6953 -0.9658
41 C 4.6310 -2.9536 3.0982
42 H 5.7171 -0.6897 -0.3650
43 H 3.2689 -2.2467 -3.5338
44 H -1.5951 -2.3474 -2.5658
45 H 5.5569 -2.5550 4.9917
46 H -3.8815 -1.1230 -2.2858
47 H 5.3678 -2.3703 -2.1699
48 H -0.1068 0.2423 -4.6322
49 H -3.6941 0.6269 -2.0370
50 H -0.4063 4.4802 -4.2202
51 H -0.0275 -3.9904 -2.0601
52 H 5.2431 -3.8242 2.8990
53 H 2.5027 0.1891 3.7700
54 H 0.2203 3.8129 4.9148
55 H 3.5244 -3.1084 1.2596
56 H 1.5432 -3.4269 -1.4069
57 H 0.1089 0.4959 -7.0960
58 H 1.8116 4.2446 3.0263
59 H -1.9306 1.1749 2.2924
60 H -0.2048 4.7355 -6.6779
61 H 4.1884 -0.5482 5.4368
62 H -1.7231 2.2927 4.5263
63 H 0.0866 2.7469 -8.1086
64 H 1.5992 -0.4863 -2.9695
65 H 0.2991 -3.9886 -0.3103
66 H -2.8820 -0.1803 -3.4028

These are the Löwdin partial charges, in e, on atoms 1 to 6: atom 1 (Ru): 1.322, atom 2 (Se): 0.882, atom 3 (Se): 0.824, atom 4 (O): -0.071, atom 5 (O): -0.273, atom 6 (O): -0.280



A gas-phase ion, C5H6N (charge +1) in a non-equilibrium geometry, computed with ωB97M-V/def2-TZVPD.

- Energy relative to the best compared isomer or geometry (same formula, charge and spin): 98.3 kcal per mole
- LUMO level (alpha / beta): -8.4 / -8.4 eV
- Largest force on an atom: 3.75 eV Å⁻¹
- Kohn-Sham gap (alpha / beta): 0.26784 / 0.26848 hartree
- Net charge: +1
- Energy: -6760.9137 eV

Cartesian coordinates (Å):
1 N 2.0814 0.4577 0.3873
2 C 0.3896 -0.8959 -0.4879
3 C 1.7593 -0.7108 -0.3954
4 C -0.2799 0.1335 0.1748
5 C -1.7974 0.3127 0.1180
6 C 0.9444 0.9807 0.6797
7 H -2.1227 1.0037 -0.6205
8 H -2.3955 0.8109 0.8961
9 H 2.4595 -1.3793 -0.8919
10 H -2.2268 -0.6329 -0.1293
11 H 1.1207 1.8729 1.1174
12 H 0.0674 -1.9532 -0.8483

These are the Löwdin partial charges, in e, on atoms 1 to 6: atom 1 (N): 0.121, atom 2 (C): -0.027, atom 3 (C): 0.101, atom 4 (C): -0.003, atom 5 (C): 0.026, atom 6 (C): 0.036



2 unconnected molecules or ions with the total composition C6H12O in a non-equilibrium geometry, computed with ωB97M-V/def2-TZVPD.

- Energy relative to the best compared isomer or geometry (same formula, charge and spin): 63.2 kcal per mole
- LUMO level: 0.4 eV
- Largest force on an atom: 3.79 eV Å⁻¹
- Kohn-Sham gap: 0.31620 hartree
- Energy: -8461.6149 eV

Cartesian coordinates (Å):
1 O -1.7899 2.2846 0.3582
2 C 2.2643 0.7492 -1.9888
3 C 1.1841 0.7443 -1.2046
4 C -0.2802 -0.5204 0.3117
5 C 0.4750 -0.3890 1.6451
6 C 0.3882 -0.3644 -0.8659
7 C -1.4624 -1.4627 0.4979
8 H -2.3257 -0.8819 0.9200
9 H -1.1819 -2.3193 1.0723
10 H -1.9070 -1.9499 -0.3696
11 H 2.9038 1.6477 -2.0074
12 H -0.0242 -1.1070 2.3849
13 H 1.2032 1.5481 -0.4452
14 H 2.5053 -0.0845 -2.6562
15 H 0.5324 0.6271 2.0191
16 H 0.2029 -1.1111 -1.6390
17 H -2.7240 2.0784 0.2247
18 H -1.3855 1.4227 0.1656
19 H 1.4216 -0.9119 1.5773

These are the Löwdin partial charges, in e, on atoms 1 to 6: atom 1 (O): -0.063, atom 2 (C): 0.018, atom 3 (C): -0.208, atom 4 (C): -0.346, atom 5 (C): -0.054, atom 6 (C): -0.119